(1)
Computed, not measured: C5H12OSi in the gas phase, with ωB97M-V/def2-TZVPD.

## Properties
Spin multiplicity   1
Charge   0
E_HOMO   -9.5315 eV
Orbital gap   10.5694 eV
SMILES   C=CCO[SiH](C)C
Largest force on an atom   0.069 hartree/bohr
LUMO level   1.038 eV

Cartesian coordinates (Å):
C: 1.79093 -0.29151 2.66675
C: 1.91303 0.37893 1.52889
C: 0.76040 1.20380 1.16765
O: -0.07642 0.31191 0.45502
Si: -0.89738 0.40096 -0.97448
C: -0.00391 -0.71563 -2.23972
C: -2.56423 -0.62277 -0.76838
H: 2.55504 -1.06538 2.83217
H: 0.93078 -0.14747 3.32475
H: 2.76411 0.43216 0.91302
H: 1.08393 1.99164 0.50674
H: 0.32159 1.41542 2.15150
H: -0.85770 1.71268 -1.49947
H: 0.62540 -0.10625 -3.05106
H: 0.76194 -1.31907 -1.84284
H: -0.72306 -1.37914 -2.77604
H: -2.27189 -1.59841 -1.21994
H: -2.95630 -0.57406 0.20459
H: -3.15626 -0.02780 -1.37914

(2)
Computed, not measured: C5H12OSi in the gas phase, with ωB97M-V/def2-TZVPD.

## Properties
Spin multiplicity   1
Charge   0
E_HOMO   -9.3104 eV
Orbital gap   10.1372 eV
SMILES   C[Si](C)(C)CC=O
Largest force on an atom   0.118 hartree/bohr
LUMO level   0.827 eV

Cartesian coordinates (Å):
C: -1.72972 0.21793 1.37145
Si: -0.37285 -0.18579 0.11833
C: -0.90105 0.01467 -1.73159
C: 0.50827 -1.89088 0.52506
C: 0.96604 1.34082 0.42786
C: 2.07210 0.95044 -0.49273
O: 2.19879 1.39441 -1.60228
H: -2.61328 -0.47484 1.31639
H: -1.37010 0.30131 2.30399
H: -2.35167 1.13708 1.01975
H: -0.08857 -0.16922 -2.34933
H: -1.60709 -0.61759 -2.00049
H: -1.21054 0.97357 -1.91783
H: 1.13671 -2.12561 -0.20637
H: 1.10997 -1.69086 1.32135
H: -0.24069 -2.56706 0.59767
H: 0.44380 2.17186 0.11364
H: 1.28200 1.12713 1.50406
H: 2.76786 0.09263 -0.31893

(3)
Computed, not measured: 2 unconnected molecules or ions with the total composition C5H12OSi2, with ωB97M-V/def2-TZVPD.

## Properties
Spin multiplicity   1
Charge   0
E_HOMO   -8.8730 eV
Orbital gap   8.3813 eV
Largest force on an atom   0.086 hartree/bohr
LUMO level   -0.492 eV

Cartesian coordinates (Å):
C: 0.08357 0.21240 2.28227
C: 0.37854 -2.82865 -0.10086
C: -0.91879 0.49870 1.45495
C: -0.73646 -2.22222 -0.47907
C: -1.86405 0.93803 -1.48278
O: 1.18883 0.35455 -1.04952
Si: 2.04295 1.56860 -0.51283
Si: -1.09519 -0.29989 -0.32311
H: 0.25144 0.82785 3.11043
H: 0.66577 -0.75759 2.22730
H: 0.51422 -3.83330 -0.19000
H: 1.14743 -2.27576 0.31511
H: -1.52570 1.32291 1.56083
H: -1.57492 -2.86359 -0.76087
H: -1.66260 1.88992 -1.07592
H: -1.15587 1.02007 -2.32177
H: -2.82958 0.68945 -1.85275
H: 3.52176 1.50026 -0.58585
H: 1.71886 2.80113 -1.18473
H: 1.84979 1.45711 0.96915

(4)
Computed, not measured: 3 unconnected molecules or ions with the total composition C5H12S, with ωB97M-V/def2-TZVPD.

## Properties
Spin multiplicity   1
Charge   0
E_HOMO (spin up / spin down)   -7.8113 / -7.8116 eV
Orbital gap (spin up / spin down)   7.8551 / 7.8556 eV
Largest force on an atom   0.070 hartree/bohr
LUMO level (spin up / spin down)   0.044 / 0.044 eV

Cartesian coordinates (Å):
C: 1.54942 2.26793 1.86579
C: -0.22430 1.50937 0.02626
C: -2.72811 -0.27975 -1.54385
C: 2.34484 -1.88267 -0.10607
C: -2.46807 -1.25244 -0.62182
S: 0.43331 1.13375 1.47393
H: 1.98716 2.03320 2.82564
H: 1.37026 3.25048 1.37869
H: -0.93801 0.96818 -0.52862
H: -0.20625 2.58508 -0.05400
H: 2.12782 -2.64379 0.57161
H: -3.33877 -0.53510 -2.36308
H: -2.35347 0.74616 -1.49853
H: 2.44645 -2.27688 -1.11012
H: 1.57248 -1.23143 0.05044
H: 3.23032 -1.26785 0.12395
H: -2.89988 -2.21982 -0.74288
H: -1.90521 -0.90442 0.25266